(1)
A molecular structure, C40H53FeN5O3 at a distorted geometry, computed with wB97M-V/def2-TZVPD.

Geometry as ORCA input:
```
! wB97M-V def2-TZVPD RIJCOSX def2/J DEFGRID3
* xyz -2 5
H 4.31 4.30 1.43
N -2.70 0.05 2.04
H 0.22 -0.18 -3.58
C 1.77 0.99 -0.98
O 1.42 -2.93 2.00
C -4.21 -5.22 -2.36
N 0.77 0.59 -1.77
C 0.35 -2.76 2.61
C -3.57 -2.92 0.49
H -1.07 1.54 2.42
H 0.22 -3.36 3.57
C -4.27 -4.12 -1.56
H 4.88 2.84 2.27
H 3.32 2.46 0.62
H 6.10 -0.46 -4.69
C -3.20 0.11 3.36
H -4.95 1.31 2.86
C -4.05 -1.14 3.67
H 0.81 -2.28 0.08
C 1.07 0.14 -2.98
C -1.83 -1.76 -1.75
H 4.72 -1.45 -4.19
C 3.28 3.01 4.46
H 5.07 4.43 3.02
N -0.98 -1.64 -0.72
H -3.84 3.02 -3.23
H 1.33 -3.83 -1.78
C -3.13 3.54 -1.23
C 2.07 2.81 2.30
C -4.11 1.35 3.55
C 5.05 -0.43 -4.41
H -3.07 0.78 -3.05
H -1.80 2.35 0.00
H 3.98 3.59 5.06
H 2.49 -0.30 -4.51
H -1.88 -5.00 0.73
H -2.46 -0.06 5.43
C -2.93 2.94 -2.63
H 2.23 5.53 2.33
H 1.51 5.00 3.85
C 3.41 0.48 -2.71
C -0.47 -3.37 -2.86
H 4.62 2.28 -4.37
H -4.15 3.91 -1.11
H -4.50 1.39 4.58
O -3.13 1.19 -1.05
H -0.29 -4.05 -3.69
H -4.29 -2.14 0.31
H 5.42 -0.98 -1.68
C -2.47 -6.16 -0.94
H -2.44 4.36 -1.03
H -1.30 -0.54 4.15
C -3.46 -3.99 -0.36
H 0.47 2.94 3.76
H 3.89 1.25 -0.79
C 5.26 1.90 -3.57
H 5.16 2.57 -2.71
H -1.52 1.30 -2.33
H 5.86 0.67 -1.26
C 3.05 3.67 3.10
C 3.10 0.95 -1.45
H -4.95 -3.31 -1.80
C 2.34 0.07 -3.51
C -0.06 1.77 2.06
H 3.69 2.00 4.33
H -1.62 1.18 4.46
C 0.42 -3.25 -1.81
C 0.13 -2.38 -0.77
C 0.79 2.55 2.80
H -2.11 3.42 -3.18
N 0.21 1.22 0.88
H 3.14 5.71 3.85
N -3.27 -8.36 -3.59
C -3.28 -7.42 -2.91
H -3.47 2.31 0.60
O -0.63 -2.03 2.35
H 2.35 2.91 5.02
C 5.79 -0.04 -2.08
H 6.80 -0.19 -2.48
H -1.77 -6.96 -0.73
H -2.73 -1.16 -1.68
C -2.85 2.36 -0.29
C -2.59 1.46 -2.34
H -4.84 -5.29 -3.24
H -3.00 -2.89 1.41
C -2.07 0.18 4.43
C 4.86 0.47 -3.19
C -2.54 -5.08 -0.13
Fe -1.69 -0.67 0.84
H -2.35 -2.64 -3.63
H -4.53 -1.06 4.66
H -4.82 -1.25 2.91
C -1.62 -2.59 -2.83
C 1.43 1.48 0.35
C 2.36 2.27 1.07
H -3.41 -2.02 3.65
H 4.48 -0.07 -5.27
C 4.41 3.82 2.41
H -3.54 2.27 3.36
H 6.30 1.93 -3.91
C 2.45 5.07 3.30
C -3.32 -6.29 -2.08
*
```

Computed properties:
expectation value of S² = 6.032
LUMO (spin up / spin down) = 3.338 / 3.338 eV
HOMO energy (spin up / spin down) = 0.3 / -0.1 eV
energy above the lowest of the compared OMol25 structures with the same formula, charge and spin = 0.345 eV
Kohn-Sham gap (spin up / spin down) = 3.044 / 3.450 eV



(2)
C20H21N3O6S2 in the gas phase at a distorted geometry, computed with wB97M-V/def2-TZVPD.

Geometry as ORCA input:
```
! wB97M-V def2-TZVPD RIJCOSX def2/J DEFGRID3
* xyz 0 1
C -4.90 -0.78 -0.09
C -2.79 -0.22 -0.23
C -6.29 1.24 0.03
S -3.48 1.39 -0.17
H -8.18 3.01 -0.72
S 5.32 -0.62 -0.86
C -7.54 3.25 0.13
H -7.49 -3.66 0.97
H -6.53 -4.81 0.00
O -6.30 2.60 0.04
C -7.39 0.41 0.10
N -3.61 -1.21 -0.18
C -6.93 -3.80 0.03
H -7.61 -3.65 -0.81
H 3.75 1.54 -1.78
H 3.18 -2.06 0.38
C 2.75 -1.17 -0.04
O -0.94 1.80 -0.39
H 0.76 -1.57 0.62
C 3.57 -0.28 -0.71
H 7.23 -0.26 3.00
H 8.34 -0.55 -0.39
H 7.12 -1.28 1.52
H -7.31 4.32 0.12
C 8.36 0.46 0.04
H 1.31 2.07 -1.57
C -5.04 0.62 -0.07
H 5.88 1.49 1.90
C 1.73 1.16 -1.15
C -0.56 0.65 -0.40
C 1.39 -0.89 0.07
C -7.26 -0.98 0.08
H 7.13 1.23 -1.57
H 9.30 0.95 -0.22
C 7.17 -0.25 1.91
N 5.92 0.69 0.00
O 5.72 -0.46 -2.23
C 3.08 0.88 -1.27
O 8.34 0.39 1.45
C 0.88 0.27 -0.49
H 7.22 2.29 -0.13
O 5.60 -1.88 -0.21
O -5.82 -2.95 -0.04
C -6.03 -1.60 -0.01
H -8.06 3.00 1.06
H -8.38 0.82 0.17
C 7.17 1.26 -0.48
N -1.43 -0.40 -0.32
H -8.17 -1.57 0.14
H 5.02 -0.06 1.70
H -1.12 -1.35 -0.39
C 5.92 0.50 1.44
*
```

Computed properties:
LUMO = -0.325 eV
HOMO energy = -7.7 eV
energy above the lowest of the compared OMol25 structures with the same formula, charge and spin = 2.359 eV
Kohn-Sham gap = 7.378 eV



(3)
A molecular structure, C6H9NO at a distorted geometry, computed with wB97M-V/def2-TZVPD.

Geometry as ORCA input:
```
! wB97M-V def2-TZVPD RIJCOSX def2/J DEFGRID3
* xyz 0 1
C 0.73 0.22 0.61
H 0.86 -0.25 -2.46
H 1.52 0.93 1.30
H -1.59 -0.76 -1.12
N 1.68 -0.09 -0.52
H 2.36 -0.87 -0.28
C -0.07 -0.86 0.73
H 0.15 2.04 -0.37
H -1.29 1.99 1.72
C -0.38 0.98 -0.16
H 0.84 -1.91 -1.50
C 0.76 -0.75 -1.51
H 0.12 -1.88 1.14
C -1.44 1.07 1.04
O -1.17 -0.33 1.57
H -2.55 0.82 0.62
C -0.54 -0.38 -0.81
*
```

Computed properties:
LUMO = 1.010 eV
HOMO energy = -8.9 eV
energy above the lowest of the compared OMol25 structures with the same formula, charge and spin = 5.235 eV
Kohn-Sham gap = 9.875 eV



(4)
C6H9NO2 in the gas phase at a distorted geometry, computed with wB97M-V/def2-TZVPD.

Geometry as ORCA input:
```
! wB97M-V def2-TZVPD RIJCOSX def2/J DEFGRID3
* xyz 0 1
O -2.40 0.52 1.99
C -0.10 -0.38 -2.10
C 2.23 -0.06 0.19
H 1.07 -0.06 -2.37
C 0.75 0.08 0.27
N -1.47 -0.16 0.01
H -0.85 0.29 -2.65
H 2.72 -0.24 -0.79
O -2.66 0.03 -0.68
H 0.31 -0.46 2.36
H 2.64 -0.84 0.90
C -1.42 0.32 1.31
H 0.22 1.29 2.07
C 0.09 0.32 1.63
H 2.69 0.85 0.75
H -0.34 -1.50 -2.33
C -0.20 -0.14 -0.64
H -3.29 0.15 0.07
*
```

Computed properties:
LUMO = 0.738 eV
HOMO energy = -8.1 eV
energy above the lowest of the compared OMol25 structures with the same formula, charge and spin = 2.521 eV
Kohn-Sham gap = 8.848 eV



(5)
2 unconnected molecules or ions with the total composition C13H22N at a distorted geometry, computed with wB97M-V/def2-TZVPD.

Geometry as ORCA input:
```
! wB97M-V def2-TZVPD RIJCOSX def2/J DEFGRID3
* xyz 1 1
N 0.88 0.12 0.39
C -3.39 -0.56 -1.80
H 3.60 -2.58 -1.15
H 3.48 0.46 -0.63
H 2.46 -0.39 -1.80
H -2.57 2.80 -1.74
H -1.38 1.46 1.38
H -0.34 -1.94 -1.05
H 0.10 2.10 2.16
H -0.42 0.88 4.26
H 2.56 -0.76 1.23
H -4.33 -1.05 -2.02
H -1.87 0.10 3.51
H -1.83 1.87 3.80
H -0.39 -0.89 1.69
H -4.36 1.30 -1.99
H 1.61 -1.78 0.22
C -3.41 0.82 -1.78
H 0.67 0.15 -1.39
C 2.99 -0.49 -0.85
H 4.71 -1.40 -1.80
C 4.04 -1.59 -0.98
C -2.30 -1.44 -1.67
C -1.01 -1.10 -1.27
C -0.59 1.25 2.12
H 4.65 -1.65 -0.08
C -1.03 1.42 -1.26
H 0.99 -0.16 2.44
C 0.20 0.04 1.71
H 1.12 1.09 0.21
C -1.22 1.00 3.50
C -2.34 1.73 -1.64
C 2.03 -0.77 0.28
H -2.50 -2.50 -1.80
C -0.41 0.15 -1.19
H -0.39 2.28 -1.04
*
```

Computed properties:
LUMO = -4.457 eV
HOMO energy = -11.8 eV
energy above the lowest of the compared OMol25 structures with the same formula, charge and spin = 1.903 eV
Kohn-Sham gap = 7.393 eV



(6)
3 unconnected molecules or ions with the total composition C24H51N4O10P4S2 at a distorted geometry, computed with wB97M-V/def2-TZVPD.

Geometry as ORCA input:
```
! wB97M-V def2-TZVPD RIJCOSX def2/J DEFGRID3
* xyz -1 1
H 4.36 -0.62 4.43
H -6.51 -5.06 -6.93
H 2.11 -3.85 3.35
P 4.86 0.68 0.59
H 4.17 -1.02 2.31
H 6.18 0.16 -1.45
C -4.86 1.79 -2.18
C -1.89 -4.11 -3.09
H 0.04 0.16 3.93
H 0.50 -1.25 5.01
N 3.77 3.74 0.00
H -3.77 -3.87 -2.02
C -0.22 1.11 0.33
H -1.35 -3.63 -3.92
C -3.20 -3.40 -2.83
C -8.62 1.90 1.35
H 1.20 3.43 2.01
H 3.59 0.37 6.41
H 4.17 1.97 2.62
H -9.27 2.32 2.13
H 2.26 4.99 1.75
H 3.33 1.99 5.58
O 1.96 1.04 1.28
C -1.18 1.46 -0.90
C -0.08 1.78 -3.73
C 1.66 4.15 1.25
N -0.70 3.00 -4.12
O 1.17 1.50 -4.35
C 2.74 -2.90 3.49
C -7.19 1.79 1.86
C 1.30 2.67 -5.17
H 1.16 2.73 -1.50
H 2.30 -0.46 -1.54
H -6.54 -5.87 -5.36
H -3.00 -2.37 -2.52
H -1.23 2.59 -1.14
H 7.32 0.38 0.70
C 2.51 3.35 0.14
O 2.87 -1.12 0.29
H 0.92 -4.23 -0.27
S -0.75 0.60 -2.49
C 4.47 0.51 4.30
N 1.13 -3.42 0.34
H -6.78 2.77 2.13
H 4.41 0.26 -1.89
H 5.57 0.79 4.14
H -0.67 0.23 0.92
H 3.10 -2.79 4.58
H 6.47 -0.48 2.14
P 0.49 -1.97 -0.44
H -5.74 1.93 -2.81
H 0.99 -3.09 -2.28
C 0.93 -0.45 4.29
H 6.66 1.43 2.13
C 5.12 -0.16 -1.09
C -5.98 1.90 -0.15
H -4.16 1.14 -2.71
H -0.28 2.01 1.06
H 0.80 4.68 0.68
H 2.61 1.65 3.52
H -2.23 1.09 -0.61
H -4.37 2.74 -1.99
O -5.23 1.14 -0.97
H -2.05 -5.15 -3.37
S 5.58 1.92 6.61
H 2.75 1.84 -1.52
C 3.56 1.12 3.13
H 2.22 2.83 -5.81
P 1.76 -1.40 2.88
C 4.10 1.16 5.77
H -5.13 -6.07 -6.45
O -6.35 1.15 0.90
H -1.26 -4.08 -2.20
H 5.13 -1.30 -1.08
C -5.90 -5.38 -6.09
C 1.77 -0.57 -0.52
O -5.28 -4.22 -5.53
O -6.29 3.05 -0.34
C 1.93 2.21 -0.80
C -4.61 -4.46 -4.38
H 3.70 -3.08 2.87
C 1.33 0.93 -0.03
H -9.00 0.92 1.06
H 0.59 -3.59 1.20
H -7.17 1.17 2.76
H 1.62 0.20 4.93
P 3.16 -0.14 1.72
O 0.25 -2.46 -2.10
C 6.51 0.48 1.51
O -4.00 -3.32 -4.02
H 3.99 4.48 0.68
H 6.72 1.43 5.99
H -8.68 2.55 0.47
O -4.57 -5.51 -3.80
N 0.19 3.53 -5.02
*
```

Computed properties:
LUMO = 2.199 eV
HOMO energy = -2.9 eV
Kohn-Sham gap = 5.081 eV



(7)
A molecular structure, C22H26As2BCl3N4O10Pd, computed with wB97M-V/def2-TZVPD.

Geometry as ORCA input:
```
! wB97M-V def2-TZVPD RIJCOSX def2/J DEFGRID3
* xyz 0 1
N -3.68 -0.90 -0.28
O 0.72 -1.18 -2.61
O -0.21 3.34 2.76
C 2.48 -0.19 0.00
C 0.48 3.25 1.62
Cl 1.88 -3.72 -3.39
C 0.26 -3.22 -3.82
C 5.66 0.05 -1.81
O 4.52 0.38 -1.00
H 4.46 2.13 0.77
N -1.73 0.88 -1.51
C 3.48 2.25 1.23
C -2.90 -2.86 0.27
C -1.86 2.34 -3.20
H 5.34 -0.46 -2.72
H 0.34 -1.64 3.19
C -0.37 0.96 1.40
H 6.14 0.99 -2.04
C -0.34 4.66 3.30
As 2.13 1.74 -0.10
Pd -1.08 -1.42 -1.44
C 3.73 -0.65 -0.67
H 0.05 1.73 -2.23
H -4.71 1.03 -0.37
O 3.06 -2.76 1.44
O 3.97 -1.79 -0.96
H -5.07 -0.65 1.24
H -3.42 2.87 0.24
C -3.85 -2.55 1.22
C 0.58 1.85 1.13
H 2.77 -4.74 2.03
C -1.60 1.17 2.25
O -1.73 0.51 3.25
H 0.64 5.08 3.52
H -2.42 3.92 1.30
C -1.03 1.69 -2.31
O 1.02 4.18 1.07
H -4.97 -0.11 -1.98
Cl -0.10 -3.59 -5.49
C 1.68 -1.13 0.51
N -3.01 0.96 -1.91
H 6.33 -0.60 -1.25
C -0.42 -1.95 2.48
H -0.86 5.30 2.59
As -0.19 -0.90 0.86
H -1.66 2.77 0.14
H -0.93 4.54 4.21
H 3.41 1.64 2.12
H -4.17 -3.13 2.06
H -2.25 -3.72 0.18
C 3.52 -4.12 1.52
H 3.33 3.30 1.48
H 4.44 -4.09 2.10
C -2.50 2.94 0.81
H -0.30 -3.00 2.19
C -3.12 1.84 -2.92
H -1.42 -1.78 2.89
B -4.19 0.29 -1.17
O -2.59 1.95 1.84
O -1.06 -1.26 -3.94
O 1.34 -3.45 0.15
Cl -0.92 -4.09 -2.76
C -4.31 -1.29 0.83
C -0.01 -1.72 -3.51
H 3.70 -4.51 0.52
N -2.82 -1.88 -0.65
C 2.02 -2.57 0.63
H -1.59 3.04 -3.97
H -4.08 2.03 -3.36
*
```

Computed properties:
LUMO (spin up / spin down) = -1.418 / -1.618 eV
HOMO energy (spin up / spin down) = -8.2 / -8.4 eV
Kohn-Sham gap (spin up / spin down) = 6.809 / 6.806 eV



(8)
5 unconnected molecules or ions with the total composition C35H37BO18 at a distorted geometry, computed with wB97M-V/def2-TZVPD.

Geometry as ORCA input:
```
! wB97M-V def2-TZVPD RIJCOSX def2/J DEFGRID3
* xyz 0 1
C 3.95 0.58 3.75
C -4.91 7.06 -8.28
C -0.61 -1.98 0.58
C 3.08 2.73 5.78
O -1.15 1.85 -0.52
H 0.23 0.65 1.58
H -2.11 -3.84 1.24
H 4.37 -3.72 4.81
O 3.48 3.04 4.42
H 5.02 0.71 3.28
O -3.45 0.37 -0.45
H 3.99 -6.98 6.18
O 4.67 -1.61 6.32
C 4.38 -3.90 5.87
H 3.54 2.35 2.44
O -4.31 2.04 -4.78
H 2.02 1.81 3.33
C 4.59 -2.98 8.22
C -3.93 1.16 -2.62
H 4.46 -4.39 9.80
O -4.53 8.11 -9.06
C -6.79 5.73 -7.23
H 4.12 0.33 4.86
C 3.67 -3.30 2.23
H 2.97 -3.38 3.14
H 4.85 -1.13 8.43
C 1.67 -0.83 2.66
H -7.86 5.59 -7.09
C -2.30 2.72 -3.77
H 1.15 -0.31 3.55
H 1.95 0.68 0.92
C 1.52 2.38 5.97
H 1.08 2.74 6.98
H -2.71 0.51 0.18
C -6.37 6.87 -8.05
H -0.56 3.23 -2.67
O -3.52 -4.71 -6.26
H -4.70 -3.77 -4.12
O -7.16 7.65 -8.54
H 3.28 3.69 6.40
C 4.28 -1.77 2.22
H -1.55 -4.69 -7.17
O 4.77 -1.89 9.03
C 3.17 1.98 3.48
H 3.12 -3.55 1.24
O -3.63 4.35 -6.38
C -1.49 2.69 -2.70
O -1.05 -1.59 -2.75
C 4.55 -2.74 6.75
H -5.44 3.39 -5.66
O -1.97 3.45 -4.88
H -2.94 6.37 -7.89
C 1.13 -0.04 1.32
C -3.03 -2.71 -3.37
C 4.44 -4.20 8.73
H -5.36 8.55 -9.32
H 1.61 -1.81 0.01
C -4.01 6.24 -7.74
H 5.27 -1.79 2.83
C -3.59 1.97 -3.79
O 4.78 -4.24 2.32
C -3.13 1.12 -1.56
H 0.49 -0.54 -0.84
H -4.86 0.61 -2.66
H -3.00 -1.68 -1.79
H 0.91 2.90 5.12
H 5.59 -3.87 1.88
C 4.23 -5.13 6.38
C -1.60 -2.33 -3.56
H -2.71 3.32 -5.52
H 1.30 -1.92 2.59
C -1.53 -3.65 -5.60
H 3.74 1.91 6.27
O 4.07 -6.21 5.57
C -0.90 -2.86 -4.73
C -1.47 -2.93 0.92
O -3.67 -2.22 -2.26
C -2.96 -4.01 -5.43
B 3.28 -0.67 2.89
C 0.70 -1.11 0.15
O -0.88 -4.16 -6.69
C -5.89 4.90 -6.69
H 4.54 -1.45 1.12
O 4.09 -6.49 8.29
H 0.15 -2.59 -4.84
C -3.66 -3.49 -4.24
H 1.29 1.24 5.89
C -1.86 1.90 -1.52
O -6.28 3.83 -5.93
C 4.24 -5.36 7.85
C -4.43 5.11 -6.90
*
```

Computed properties:
LUMO = -1.869 eV
HOMO energy = -9.6 eV
Kohn-Sham gap = 7.713 eV



(9)
C4H9OP in the gas phase at a distorted geometry, computed with wB97M-V/def2-TZVPD.

Geometry as ORCA input:
```
! wB97M-V def2-TZVPD RIJCOSX def2/J DEFGRID3
* xyz 0 1
C -0.82 0.64 1.30
H 0.24 0.60 1.58
H -1.75 0.19 -1.73
H -1.44 0.93 2.01
H -2.40 -0.77 0.94
O 0.70 1.26 -1.82
H 2.03 0.25 0.28
H -0.97 -1.54 1.30
C -1.29 -0.68 0.81
C 0.75 0.18 -1.29
P -0.84 -0.90 -1.41
C 2.02 -0.33 -0.67
H 2.72 0.15 -1.31
H -0.96 1.34 0.59
H 2.01 -1.32 -0.57
*
```

Computed properties:
LUMO = 0.632 eV
HOMO energy = -8.8 eV
energy above the lowest of the compared OMol25 structures with the same formula, charge and spin = 1.920 eV
Kohn-Sham gap = 9.472 eV



Repeat the seventh record exactly.
A molecular structure, C22H26As2BCl3N4O10Pd, computed with wB97M-V/def2-TZVPD.

Geometry as ORCA input:
```
! wB97M-V def2-TZVPD RIJCOSX def2/J DEFGRID3
* xyz 0 1
N -3.68 -0.90 -0.28
O 0.72 -1.18 -2.61
O -0.21 3.34 2.76
C 2.48 -0.19 0.00
C 0.48 3.25 1.62
Cl 1.88 -3.72 -3.39
C 0.26 -3.22 -3.82
C 5.66 0.05 -1.81
O 4.52 0.38 -1.00
H 4.46 2.13 0.77
N -1.73 0.88 -1.51
C 3.48 2.25 1.23
C -2.90 -2.86 0.27
C -1.86 2.34 -3.20
H 5.34 -0.46 -2.72
H 0.34 -1.64 3.19
C -0.37 0.96 1.40
H 6.14 0.99 -2.04
C -0.34 4.66 3.30
As 2.13 1.74 -0.10
Pd -1.08 -1.42 -1.44
C 3.73 -0.65 -0.67
H 0.05 1.73 -2.23
H -4.71 1.03 -0.37
O 3.06 -2.76 1.44
O 3.97 -1.79 -0.96
H -5.07 -0.65 1.24
H -3.42 2.87 0.24
C -3.85 -2.55 1.22
C 0.58 1.85 1.13
H 2.77 -4.74 2.03
C -1.60 1.17 2.25
O -1.73 0.51 3.25
H 0.64 5.08 3.52
H -2.42 3.92 1.30
C -1.03 1.69 -2.31
O 1.02 4.18 1.07
H -4.97 -0.11 -1.98
Cl -0.10 -3.59 -5.49
C 1.68 -1.13 0.51
N -3.01 0.96 -1.91
H 6.33 -0.60 -1.25
C -0.42 -1.95 2.48
H -0.86 5.30 2.59
As -0.19 -0.90 0.86
H -1.66 2.77 0.14
H -0.93 4.54 4.21
H 3.41 1.64 2.12
H -4.17 -3.13 2.06
H -2.25 -3.72 0.18
C 3.52 -4.12 1.52
H 3.33 3.30 1.48
H 4.44 -4.09 2.10
C -2.50 2.94 0.81
H -0.30 -3.00 2.19
C -3.12 1.84 -2.92
H -1.42 -1.78 2.89
B -4.19 0.29 -1.17
O -2.59 1.95 1.84
O -1.06 -1.26 -3.94
O 1.34 -3.45 0.15
Cl -0.92 -4.09 -2.76
C -4.31 -1.29 0.83
C -0.01 -1.72 -3.51
H 3.70 -4.51 0.52
N -2.82 -1.88 -0.65
C 2.02 -2.57 0.63
H -1.59 3.04 -3.97
H -4.08 2.03 -3.36
*
```

Computed properties:
LUMO (spin up / spin down) = -1.418 / -1.618 eV
HOMO energy (spin up / spin down) = -8.2 / -8.4 eV
Kohn-Sham gap (spin up / spin down) = 6.809 / 6.806 eV



- Number 5 is which compound?
  C13H22N